Entry 1:
ORCA calculation (wB97M-V/def2-TZVPD) on a structure of composition C7H19F3O7Zr in a non-equilibrium geometry.

CARTESIAN COORDINATES (ANGSTROEM)
1 Zr 0.1925 -0.6950 1.0532
2 C 2.8255 0.3908 -0.6862
3 O 1.8268 0.2291 0.2345
4 H 2.6884 1.2937 -1.3040
5 H 3.8022 0.4788 -0.1912
6 H 2.8678 -0.4466 -1.4018
7 C 1.8683 -3.4421 2.2570
8 O 1.3410 -2.2080 1.9279
9 H 1.3029 -4.2340 1.7484
10 H 2.9121 -3.5186 1.9187
11 H 1.8767 -3.6024 3.3424
12 C -1.0804 -2.1800 -1.7488
13 O -0.5969 -1.7369 -0.5516
14 H -0.7983 -1.5190 -2.5862
15 H -0.6857 -3.1741 -1.9970
16 H -2.1808 -2.2081 -1.7422
17 C -1.5730 1.7111 0.1307
18 O -0.6212 1.5990 -0.8861
19 O -1.2948 0.8471 1.0854
20 C -1.5470 3.1306 0.7084
21 F -0.4421 3.3916 1.3891
22 F -1.6775 4.0558 -0.2600
23 F -2.5852 3.3048 1.5591
24 C -1.0462 1.8320 -2.2024
25 C 0.1009 1.5224 -3.1146
26 H 0.5322 0.5540 -2.8509
27 H -0.2460 1.4388 -4.1459
28 H 0.8870 2.2744 -3.0530
29 H -1.4081 2.8556 -2.3306
30 H -1.8878 1.1657 -2.4578
31 H -2.6063 1.5152 -0.2206
32 O -1.4630 -1.8455 2.1136
33 H -1.9172 -2.5245 1.5998
34 H -1.9134 -1.7732 2.9606
35 O 0.8110 0.3472 2.8946
36 H 0.5148 1.2341 3.1428
37 H 1.2210 -0.0637 3.6646

Atomic forces in eV per Å
2.222 -1.013 -3.390
0.449 0.081 -0.699
-2.334 -0.972 1.140
-0.076 -0.011 0.220
-0.020 -0.064 -0.087
0.087 0.006 0.182
0.122 0.089 -0.316
-1.128 1.735 -0.481
0.063 -0.178 0.263
-0.069 -0.028 0.018
-0.147 -0.161 -0.030
-0.239 0.011 -0.830
1.071 1.226 2.405
0.017 -0.023 0.159
-0.167 -0.023 0.039
0.078 -0.187 -0.051
-0.701 0.247 -0.472
0.240 0.176 0.087
1.292 -1.774 1.811
-0.828 -0.032 -0.202
0.608 0.145 0.216
0.067 0.162 0.037
0.068 0.011 -0.059
-0.680 -0.152 -0.486
0.344 -0.213 -0.343
-0.001 0.055 0.083
0.028 0.185 -0.020
-0.004 0.000 -0.014
0.100 0.043 -0.013
0.044 0.036 0.219
0.150 0.404 -0.481
-0.748 -0.395 0.479
0.153 0.113 -0.144
0.050 0.119 -0.026
-0.189 0.568 1.250
-0.054 -0.048 -0.236
0.134 -0.139 -0.229

Results
orbital gap = 0.3142 Ha
multiplicity = 1
energy above the lowest of the compared OMol25 structures with the same formula, charge and spin = 0.00 kcal per mole
E_tot = -1151.59027 a.u.

Entry 2:
ORCA calculation (wB97M-V/def2-TZVPD) on the molecule C2H9N3O2S in a non-equilibrium geometry.

CARTESIAN COORDINATES (ANGSTROEM)
1 C 0.5438 -0.3280 1.4911
2 C 0.8009 -1.2022 -0.7941
3 N -0.3817 -2.0261 -0.8225
4 N -0.2956 2.4712 0.2052
5 N 0.8167 -0.0656 0.1108
6 O -0.3975 1.2394 -2.0084
7 O -1.8887 0.5626 -0.1446
8 S -0.6310 1.0623 -0.6146
9 H -0.4091 -0.8424 1.6751
10 H 1.3614 -0.9450 1.8737
11 H 0.5414 0.6270 2.0143
12 H 1.6577 -1.8394 -0.5464
13 H 0.9432 -0.7826 -1.7919
14 H -0.5525 -2.4592 0.0766
15 H -1.1961 -1.4712 -1.0671
16 H 0.1656 3.1540 -0.3722
17 H -1.0787 2.8451 0.7148

Atomic forces in eV per Å
-0.326 -0.060 0.395
0.084 -0.401 -0.308
-0.115 -0.184 -0.013
-0.062 -0.721 -0.316
-2.177 2.458 -2.118
0.325 -0.068 -0.187
-0.094 0.147 0.183
2.284 -0.805 2.193
0.082 0.033 0.031
-0.022 0.054 0.042
0.021 -0.100 0.188
0.002 0.186 -0.005
0.176 -0.212 0.066
-0.086 -0.024 -0.067
0.015 -0.268 0.041
0.151 0.068 -0.161
-0.256 -0.103 0.035

Results
orbital gap = 0.3573 Ha
multiplicity = 1
energy above the lowest of the compared OMol25 structures with the same formula, charge and spin = 0.00 kcal per mole
E_tot = -794.49598 a.u.
SMILES string = CN(CN)S(N)(=O)=O

Entry 3:
ORCA calculation (wB97M-V/def2-TZVPD) on a structure of composition C3LiNiO6 in a non-equilibrium geometry.

CARTESIAN COORDINATES (ANGSTROEM)
1 O -0.0152 2.0312 -0.4643
2 C -0.1074 0.7379 -0.3749
3 O 1.0150 0.2463 0.2970
4 C 1.9054 -0.8333 -0.3219
5 O 2.9047 -0.3468 -0.8146
6 O 1.4707 -1.9232 0.0080
7 Ni 1.3165 2.0327 0.8487
8 C -1.4306 -0.0145 -0.0203
9 O -2.3186 -0.2651 -0.8921
10 O -1.5776 -0.3587 1.2023
11 Li -3.1630 -1.3065 0.5321

Atomic forces in eV per Å
-1.866 -3.403 -1.593
1.193 2.207 3.126
-3.409 1.714 -1.228
2.730 -3.660 0.120
-1.181 0.388 0.056
-0.094 1.032 -0.873
2.083 1.456 1.613
-2.173 -1.522 0.003
1.418 0.521 0.671
0.865 0.929 -1.767
0.432 0.338 -0.128

Results
orbital gap (alpha / beta) = 0.2208 / 0.2758 Ha
multiplicity = 4
E_tot = -2081.52449 a.u.